Molecular formula: C21H19NO5S2
Method: DFT, ωB97M-V/def2-TZVPD

total energy	-55479.6420	eV
SMILES	O=C1OC(=O)C(COO)=C1CCCSC(=S)N(c1ccccc1)c1ccccc1
energy above the lowest of the compared OMol25 structures with the same formula, charge and spin	83.1	kcal per mole
LUMO energy	-0.9	eV
highest occupied orbital energy	-8.36	eV

Geometry as ORCA input:
```
! RIJCOSX wB97M-V def2-TZVPD def2/J DEFGRID3
* xyz 0 1
O -2.29 2.30 -1.49
C -1.39 2.62 -2.17
O -0.89 3.89 -2.21
C 0.34 3.82 -2.86
O 1.11 4.70 -2.88
C 0.46 2.47 -3.44
C 1.61 2.11 -4.32
O 1.26 2.14 -5.70
O 0.50 3.32 -5.95
C -0.57 1.74 -3.04
C -0.95 0.33 -3.32
C 0.18 -0.69 -3.02
C -0.25 -1.80 -2.03
S 0.96 -2.16 -0.72
C 0.40 -1.06 0.55
S 0.06 0.48 0.22
N 0.26 -1.65 1.86
C -1.09 -1.39 2.33
C -2.11 -2.06 1.67
C -3.44 -1.86 2.00
C -3.76 -0.98 3.02
C -2.74 -0.32 3.70
C -1.41 -0.51 3.35
C 1.31 -1.32 2.78
C 1.27 -1.92 4.05
C 2.26 -1.67 4.98
C 3.34 -0.84 4.69
C 3.40 -0.28 3.42
C 2.40 -0.51 2.48
H 2.46 2.75 -4.12
H 1.93 1.09 -4.13
H -0.38 2.97 -6.16
H -1.23 0.28 -4.37
H -1.83 0.10 -2.73
H 1.00 -0.15 -2.57
H 0.48 -1.16 -3.95
H -1.19 -1.55 -1.56
H -0.41 -2.72 -2.58
H -1.86 -2.74 0.86
H -4.21 -2.38 1.45
H -4.80 -0.82 3.27
H -2.98 0.36 4.50
H -0.61 0.01 3.86
H 0.42 -2.55 4.26
H 2.18 -2.12 5.96
H 4.11 -0.63 5.41
H 4.22 0.37 3.15
H 2.51 -0.04 1.52
*
```

=====

Molecular formula: C6H10N
Method: DFT, ωB97M-V/def2-TZVPD

total energy	-7861.6346	eV
energy above the lowest of the compared OMol25 structures with the same formula, charge and spin	62.2	kcal per mole
LUMO energy (alpha / beta)	-3.1 / -8.1	eV
highest occupied orbital energy (alpha / beta)	-10.90 / -14.93	eV

Geometry as ORCA input:
```
! RIJCOSX wB97M-V def2-TZVPD def2/J DEFGRID3
* xyz 1 3
C -0.57 0.94 -0.78
C -0.42 -0.37 -0.19
C 0.24 1.96 -0.71
C -1.73 -1.17 -0.14
C 0.97 3.03 -0.62
C 1.08 -1.85 1.12
N 0.69 -0.66 0.38
H -1.63 1.11 -1.21
H -2.40 -0.33 0.05
H -2.07 -2.09 0.45
H -1.97 -1.38 -1.22
H 1.42 -0.02 0.11
H 1.04 3.86 0.20
H 1.64 3.39 -1.41
H 0.58 -2.75 0.75
H 0.97 -1.66 2.19
H 2.18 -1.99 1.01
*
```

=====

Molecular formula: CH5N3S
Method: DFT, ωB97M-V/def2-TZVPD

total energy	-16417.1479	eV
energy above the lowest of the compared OMol25 structures with the same formula, charge and spin	28.6	kcal per mole
LUMO energy (alpha / beta)	0.8 / -2.4	eV
highest occupied orbital energy (alpha / beta)	-6.08 / -9.06	eV

Geometry as ORCA input:
```
! RIJCOSX wB97M-V def2-TZVPD def2/J DEFGRID3
* xyz 0 3
C 0.47 0.99 -0.83
N -1.12 -0.79 1.16
N 0.66 -0.33 -0.48
N 0.28 -0.82 0.84
S 0.35 1.39 -2.44
H 0.28 1.72 0.03
H -1.57 -0.94 0.23
H -1.22 0.18 1.42
H 1.07 -1.18 -1.38
H 0.81 -0.21 1.46
*
```

=====

Molecular formula: C5HF6O7S
Method: DFT, ωB97M-V/def2-TZVPD

total energy	-46671.7806	eV
SMILES	O=C(O)C(F)(F)C(F)(F)C(F)(F)C(=O)OS(=O)(=O)[O-]
LUMO energy	2.0	eV
highest occupied orbital energy	-5.65	eV

Geometry as ORCA input:
```
! RIJCOSX wB97M-V def2-TZVPD def2/J DEFGRID3
* xyz -1 1
O -2.12 -2.26 -0.07
C -1.89 -1.01 -0.09
O -2.52 -0.25 0.95
C -0.99 -0.41 -1.26
F -1.66 -0.76 -2.49
F -1.02 1.02 -1.22
C 0.50 -1.01 -1.37
F 0.54 -2.12 -2.29
F 1.29 0.01 -2.01
C 1.22 -1.34 0.02
F 2.59 -1.67 -0.32
F 0.72 -2.53 0.65
C 1.33 -0.09 1.03
O 2.44 0.15 1.56
O 0.24 0.74 1.40
S 0.61 2.40 1.27
O 1.67 2.69 0.24
O 1.00 2.92 2.65
O -0.78 3.17 0.80
H -3.19 0.36 0.55
*
```

=====

Molecular formula: C30H74NO9
Method: DFT, ωB97M-V/def2-TZVPD

total energy	-52217.1793	eV
LUMO energy	2.0	eV
highest occupied orbital energy	-1.57	eV

Geometry as ORCA input:
```
! RIJCOSX wB97M-V def2-TZVPD def2/J DEFGRID3
* xyz -1 1
C -2.36 3.13 6.37
C -2.03 2.98 5.09
C -1.30 2.62 3.67
N -2.34 2.47 2.61
C -1.72 2.77 1.28
C -0.35 1.98 0.96
C -0.52 0.38 1.13
C -0.63 -0.38 -0.30
C 0.87 -0.70 -0.92
C 1.19 -2.30 -0.88
C 2.77 -2.60 -0.71
C 3.47 -3.02 -2.13
C 4.47 -4.27 -1.77
C 5.50 -4.60 -3.00
O 4.82 -5.65 -3.79
C 5.84 -6.35 -4.56
H -2.39 3.11 7.52
H -0.64 3.53 3.39
H -0.69 1.63 3.78
H -2.50 2.42 0.48
H -1.54 3.91 1.14
H 0.54 2.28 1.66
H -0.01 2.27 -0.11
H 0.40 -0.03 1.72
H -1.48 0.17 1.73
H -1.26 0.23 -1.06
H -1.12 -1.42 -0.13
H 1.61 -0.12 -0.25
H 0.86 -0.32 -2.01
H 0.57 -2.87 -0.08
H 0.86 -2.73 -1.91
H 3.36 -1.74 -0.19
H 2.88 -3.51 0.00
H 4.10 -2.15 -2.57
H 2.71 -3.34 -2.93
H 3.78 -5.17 -1.56
H 5.03 -3.93 -0.80
H 5.76 -3.67 -3.62
H 6.49 -4.98 -2.53
H 5.47 -6.53 -5.64
H 5.99 -7.38 -4.05
H 6.83 -5.76 -4.57
C -0.12 6.08 -0.58
C -0.64 5.81 -1.97
O -1.71 4.87 -1.92
H 0.23 5.15 -0.11
H 0.71 6.80 -0.60
H -0.91 6.48 0.06
H 0.14 5.39 -2.60
H -1.01 6.73 -2.44
H -2.40 5.25 -1.36
C -0.73 8.58 -5.51
C -2.13 8.21 -5.07
O -2.37 8.69 -3.75
H 0.01 8.17 -4.82
H -0.53 8.21 -6.52
H -0.60 9.67 -5.50
H -2.25 7.12 -5.05
H -2.88 8.63 -5.74
H -2.28 9.66 -3.78
C -1.62 9.94 1.01
C -0.70 10.75 0.12
O 0.29 9.91 -0.46
H -1.05 9.45 1.80
H -2.38 10.58 1.46
H -2.11 9.15 0.44
H -0.19 11.53 0.69
H -1.26 11.24 -0.69
H -0.17 9.23 -0.98
C 3.75 2.59 -3.09
C 2.25 2.61 -2.85
O 1.98 2.59 -1.45
H 4.20 1.70 -2.64
H 3.97 2.60 -4.16
H 4.23 3.46 -2.62
H 1.78 1.73 -3.29
H 1.80 3.51 -3.28
H 2.40 3.38 -1.06
C 8.44 -4.79 0.11
C 7.84 -3.67 0.93
O 6.54 -4.02 1.38
H 7.81 -5.01 -0.75
H 9.44 -4.53 -0.24
H 8.51 -5.71 0.70
H 7.76 -2.76 0.33
H 8.46 -3.45 1.81
H 6.62 -4.82 1.91
C -2.99 -3.97 0.39
C -1.84 -4.71 1.03
O -1.10 -3.82 1.86
H -2.61 -3.13 -0.21
H -3.57 -4.63 -0.26
H -3.65 -3.55 1.15
H -1.16 -5.11 0.27
H -2.20 -5.54 1.64
H -1.70 -3.48 2.54
C -6.03 -4.73 3.33
C -5.07 -3.96 4.23
O -4.51 -2.86 3.52
H -5.51 -5.09 2.44
H -6.46 -5.58 3.86
H -6.84 -4.08 2.99
H -4.25 -4.61 4.55
H -5.58 -3.59 5.12
H -5.24 -2.29 3.25
C -6.63 -9.43 5.25
C -7.43 -9.17 4.00
O -6.93 -8.01 3.34
H -6.68 -8.58 5.93
H -7.01 -10.32 5.77
H -5.57 -9.59 5.02
H -8.48 -8.99 4.24
H -7.37 -10.01 3.31
H -6.00 -8.17 3.12
*
```

=====

Molecular formula: C42H28Cl5MnNO4P2S
Method: DFT, ωB97M-V/def2-TZVPD

total energy	-177025.8780	eV
energy above the lowest of the compared OMol25 structures with the same formula, charge and spin	24.4	kcal per mole
LUMO energy (alpha / beta)	-4.7 / -3.7	eV
highest occupied orbital energy (alpha / beta)	-10.87 / -11.15	eV

Geometry as ORCA input:
```
! RIJCOSX wB97M-V def2-TZVPD def2/J DEFGRID3
* xyz 1 5
Mn 0.73 1.49 -0.67
O -1.27 -3.14 1.59
S -0.92 -1.87 0.92
C -2.44 -0.90 0.80
C -3.67 -1.53 0.64
C -4.82 -0.76 0.63
C -4.75 0.61 0.84
C -3.53 1.23 1.07
C -2.36 0.48 1.05
P -0.70 1.16 1.46
C -0.71 0.85 3.26
C -1.48 1.67 4.08
C -1.61 1.37 5.42
C -0.98 0.25 5.95
C -0.21 -0.57 5.14
C -0.08 -0.28 3.79
C -0.78 2.98 1.31
C -1.47 3.62 0.28
C -1.31 4.98 0.07
C -0.42 5.70 0.84
C 0.29 5.07 1.86
C 0.11 3.72 2.09
C -0.61 -2.29 -0.81
C -1.52 -3.10 -1.48
C -1.27 -3.48 -2.79
C -0.12 -3.06 -3.43
C 0.82 -2.29 -2.75
C 0.60 -1.91 -1.43
P 1.77 -0.75 -0.62
C 3.29 -0.81 -1.60
C 4.10 -1.95 -1.60
C 5.30 -1.94 -2.30
C 5.69 -0.80 -2.99
C 4.89 0.33 -3.00
C 3.68 0.33 -2.30
C 2.24 -1.52 0.95
C 2.11 -2.88 1.20
C 2.56 -3.40 2.40
C 3.13 -2.57 3.36
C 3.26 -1.21 3.11
C 2.82 -0.68 1.90
H -3.72 -2.60 0.56
H -5.79 -1.24 0.49
H -5.66 1.20 0.83
H -3.49 2.28 1.30
H -1.97 2.55 3.67
H -2.21 2.01 6.06
H -1.09 0.01 7.00
H 0.28 -1.44 5.54
H 0.51 -0.93 3.15
H -2.15 3.06 -0.36
H -1.87 5.48 -0.72
H -0.27 6.76 0.65
H 1.01 5.63 2.45
H 0.67 3.23 2.88
H -2.41 -3.43 -0.97
H -1.98 -4.11 -3.31
H 0.07 -3.35 -4.45
H 1.73 -1.98 -3.25
H 3.80 -2.83 -1.05
H 5.93 -2.82 -2.30
H 6.63 -0.79 -3.53
H 5.19 1.22 -3.53
H 3.06 1.21 -2.31
H 1.65 -3.54 0.46
H 2.45 -4.46 2.60
H 3.46 -2.98 4.30
H 3.70 -0.56 3.85
H 2.91 0.38 1.70
Cl -2.91 1.92 -6.72
C -1.81 2.14 -5.42
C -1.97 1.40 -4.25
Cl -3.24 0.27 -4.04
C -1.05 1.60 -3.24
Cl -1.15 0.74 -1.72
C 0.02 2.47 -3.29
O 0.85 2.56 -2.27
C 0.15 3.22 -4.46
Cl 1.47 4.31 -4.57
C -0.75 3.05 -5.51
Cl -0.55 3.96 -6.94
O 3.64 3.69 0.54
N 3.18 3.07 -0.33
O 2.09 2.34 0.13
*
```

=====

Molecular formula: C15H29Br14Cl3
Method: DFT, ωB97M-V/def2-TZVPD

total energy	-1034188.0495	eV
SMILES	ClC(Cl)Cl.BrCCBr.BrCCBr.BrCCBr.BrCCBr.BrCCBr.BrCCBr.BrCCBr
energy above the lowest of the compared OMol25 structures with the same formula, charge and spin	10.4	kcal per mole
LUMO energy	0.1	eV
highest occupied orbital energy	-9.95	eV

Geometry as ORCA input:
```
! RIJCOSX wB97M-V def2-TZVPD def2/J DEFGRID3
* xyz 0 1
Cl 0.30 -1.06 -1.04
C -0.70 -0.29 0.21
Cl -1.94 -1.39 0.60
Cl -1.38 1.32 -0.26
H -0.05 -0.17 1.08
Br -4.53 1.62 5.00
C -2.92 1.09 3.95
C -1.65 1.21 4.77
Br -0.14 0.40 3.81
H -2.87 1.67 3.03
H -3.16 0.07 3.66
H -1.70 0.61 5.68
H -1.47 2.28 4.93
Br 3.56 0.13 -4.19
C 2.19 1.58 -3.93
C 0.77 1.00 -4.14
Br -0.37 2.62 -3.68
H 2.31 2.33 -4.71
H 2.32 1.92 -2.90
H 0.46 0.19 -3.48
H 0.60 0.75 -5.18
Br 1.15 -2.62 2.27
C 1.26 -3.83 3.76
C 2.67 -3.65 4.34
Br 2.69 -4.65 6.09
H 1.06 -4.88 3.57
H 0.53 -3.54 4.51
H 2.79 -2.59 4.59
H 3.51 -3.97 3.72
Br -4.78 1.42 -2.57
C -4.17 -0.48 -2.45
C -3.05 -0.68 -3.49
Br -2.08 -2.39 -3.44
H -5.04 -1.07 -2.72
H -3.96 -0.71 -1.41
H -2.24 0.05 -3.39
H -3.35 -0.54 -4.53
Br -5.44 4.80 -2.28
C -3.56 5.02 -2.81
C -2.67 4.64 -1.58
Br -2.99 5.93 -0.05
H -3.42 6.08 -3.04
H -3.39 4.49 -3.74
H -1.59 4.73 -1.73
H -2.92 3.66 -1.16
Br 1.99 1.95 0.29
C 3.78 1.50 1.13
C 3.38 0.88 2.46
Br 4.81 -0.13 3.27
H 4.27 2.47 1.19
H 4.26 0.79 0.45
H 2.62 0.14 2.20
H 3.02 1.58 3.22
Br 3.58 -2.01 -0.76
C 3.26 -3.76 -1.62
C 2.12 -4.38 -0.85
Br 1.56 -6.13 -1.55
H 4.20 -4.30 -1.70
H 2.97 -3.54 -2.65
H 1.21 -3.78 -0.96
H 2.32 -4.39 0.22
*
```

=====

Molecular formula: C4H12N3O3S
Method: DFT, ωB97M-V/def2-TZVPD

total energy	-25776.9110	eV
energy above the lowest of the compared OMol25 structures with the same formula, charge and spin	141.6	kcal per mole
LUMO energy (alpha / beta)	-5.3 / -5.3	eV
highest occupied orbital energy (alpha / beta)	-12.50 / -12.50	eV

Geometry as ORCA input:
```
! RIJCOSX wB97M-V def2-TZVPD def2/J DEFGRID3
* xyz 1 1
C -1.85 0.18 -0.24
C 0.76 2.38 -0.66
C 0.46 -0.56 2.52
C 1.72 -1.83 -1.62
N -2.80 0.87 0.50
N -0.65 0.50 -0.51
N 0.94 -1.00 0.31
O -0.26 1.70 0.04
O 1.25 -0.37 1.38
O 1.78 -0.88 -0.62
S -2.61 -1.32 -0.79
H 0.43 2.71 -1.56
H 1.74 1.77 -0.76
H 0.94 3.19 0.03
H -0.17 -1.45 2.39
H -0.05 0.34 2.80
H 1.22 -0.88 3.28
H 1.03 -2.62 -1.42
H 2.74 -2.04 -1.79
H 1.31 -1.48 -2.58
H -2.72 1.89 0.63
H -3.71 0.52 0.32
H -1.50 -1.64 -1.65
*
```

=====

Molecular formula: C8H7NO6Pr
Method: DFT, ωB97M-V/def2-TZVPD

total energy	-36221.2657	eV
LUMO energy (alpha / beta)	-14.1 / -13.8	eV
highest occupied orbital energy (alpha / beta)	-20.79 / -20.81	eV

Geometry as ORCA input:
```
! RIJCOSX wB97M-V def2-TZVPD def2/J DEFGRID3
* xyz 3 3
O 0.02 0.10 -6.78
C 0.13 0.41 -5.69
Pr 0.30 0.69 -1.04
O 1.66 -1.59 -3.58
C 1.23 -0.82 -2.81
C -1.20 2.10 -2.73
O -1.93 2.78 -3.32
C -1.02 -0.49 -2.78
O -1.64 -1.11 -3.55
C 2.13 1.94 -2.79
O 2.96 2.49 -3.36
C 0.29 0.72 3.24
N -0.26 -0.60 3.05
C -0.55 -1.41 4.22
C -0.48 -1.08 1.84
O -0.20 -0.41 0.79
H 0.39 0.88 4.31
H -0.37 1.50 2.83
H 1.30 0.81 2.80
H -1.60 -1.71 4.21
H 0.08 -2.31 4.22
H -0.33 -0.81 5.09
H -0.94 -2.08 1.82
*
```

=====

Molecular formula: C4H9NO
Method: DFT, ωB97M-V/def2-TZVPD

total energy	-7830.3869	eV
SMILES	C[C@H]1N[C@H]1CO
energy above the lowest of the compared OMol25 structures with the same formula, charge and spin	44.6	kcal per mole
LUMO energy	1.0	eV
highest occupied orbital energy	-9.70	eV

Geometry as ORCA input:
```
! RIJCOSX wB97M-V def2-TZVPD def2/J DEFGRID3
* xyz 0 1
C -1.54 0.71 0.33
C -0.80 -0.07 -0.72
N 0.45 0.47 -1.25
C 0.48 -0.77 -0.46
C 1.22 -0.65 0.86
O 1.40 0.69 1.25
H -1.85 0.06 1.16
H -0.91 1.50 0.75
H -2.44 1.17 -0.08
H -1.45 -0.56 -1.46
H 0.56 0.29 -2.24
H 0.64 -1.71 -0.99
H 2.18 -1.17 0.78
H 0.64 -1.15 1.65
H 1.42 1.19 0.42
*
```